DFT (ωB97M-V/def2-TZVPD) results for a molecular structure, C10H27ClIO2P2Tl.

Structure (XYZ):
```
44
Properties=species:S:1:pos:R:3:mulliken_charge:R:1
C 0.494 0.208 -2.268 -0.2398
C 1.187 0.601 -0.999 0.2757
H 0.970 0.683 -3.142 0.4050
H -0.550 0.537 -2.239 -0.2027
H 0.536 -0.882 -2.433 -0.0557
O 1.063 1.717 -0.449 -0.7277
I -0.196 -0.934 0.772 0.2361
Tl -1.717 -2.749 -3.632 0.6920
P 2.828 -0.311 -0.684 1.1590
C 3.587 0.440 0.751 -1.2619
C 2.789 -2.096 -0.562 -0.7585
H 3.836 -2.434 -0.544 0.4240
H 4.815 0.027 -1.930 0.5073
H 2.281 -2.535 -1.435 0.0412
H 3.459 -0.498 -2.991 0.3738
H 3.472 -0.203 1.631 0.3975
H 2.283 -2.423 0.356 0.4390
C 3.749 0.152 -2.156 -1.4107
H 4.655 0.563 0.526 0.4368
H 3.538 1.202 -2.402 0.4236
H 3.124 1.418 0.935 0.3961
P -2.568 -0.764 -0.080 0.9122
C -3.349 0.267 1.175 -1.2226
C -3.115 -0.076 -1.668 -0.9698
H -2.736 -3.155 -0.461 0.3419
H -4.343 -2.377 -0.231 0.3965
H -3.281 -2.675 1.177 0.4222
C -3.299 -2.404 0.112 -1.1465
H -3.229 -0.853 -2.447 0.1908
H -4.102 0.386 -1.505 0.4531
H -4.303 0.618 0.761 0.4778
H -2.709 1.126 1.422 0.2989
H -2.429 0.707 -2.020 0.3502
H -3.536 -0.340 2.070 0.3846
Cl 0.851 -3.125 -3.441 -0.5712
C -0.951 2.152 4.015 -1.2056
C -0.004 2.256 2.835 0.1658
O -0.724 2.501 1.636 -0.4966
H -1.525 3.078 4.127 0.3116
H -0.373 1.991 4.929 0.3895
H -1.644 1.313 3.887 0.2392
H 0.691 3.094 2.989 0.3438
H 0.566 1.320 2.725 0.0142
H -0.091 2.476 0.884 0.3699
```

The HOMO energy is -15.31 eV. As for the frontier orbital gap: 7.14 eV. For the total energy, the calculation gives -58782.975 eV. Its energy relative to the best compared isomer or geometry (same formula, charge and spin) is 0.0 kJ/mol. Its total charge is +2.

=====

DFT (ωB97M-V/def2-TZVPD) results for a molecular structure, C10H27I2O2P2ScSi.

Structure (XYZ):
```
45
Properties=species:S:1:pos:R:3:mulliken_charge:R:1
I 0.001 -1.334 -6.367 -0.0188
I 0.001 1.360 -6.466 -0.0031
Sc 0.000 0.014 0.238 -0.0988
P -2.435 0.011 0.124 0.9986
C -3.266 -0.055 -1.416 -1.1384
C -2.997 -1.373 1.110 -1.1237
H -4.086 -1.288 1.226 0.4515
H -4.081 1.404 1.110 0.4335
H -2.516 -1.381 2.106 0.1680
H -2.511 1.570 1.978 0.1865
H -3.000 -0.970 -1.971 0.3928
H -2.757 -2.329 0.610 0.3863
C -2.991 1.476 0.988 -1.1140
H -4.346 -0.046 -1.223 0.4104
H -2.752 2.384 0.404 0.3919
H -2.999 0.809 -2.047 0.3981
P 2.435 -0.003 0.131 0.9985
C 3.270 -0.071 -1.406 -1.1384
C 2.996 1.457 1.000 -1.1126
H 2.502 -1.399 2.112 0.1665
H 4.075 -1.315 1.235 0.4516
H 2.740 -2.346 0.615 0.3865
C 2.985 -1.392 1.117 -1.1234
H 2.512 1.553 1.988 0.1839
H 4.086 1.377 1.128 0.4332
H 4.350 -0.066 -1.210 0.4105
H 3.008 0.794 -2.037 0.3981
H 2.766 2.367 0.416 0.3917
H 3.003 -0.985 -1.962 0.3926
C 0.002 -0.086 -1.921 0.7211
O 0.003 -0.135 -3.105 -0.1190
C -1.521 0.863 4.434 -1.1860
Si 0.000 0.000 3.683 0.2181
C 1.520 0.862 4.438 -1.1895
C -0.001 -1.777 4.362 -1.0458
O 0.000 0.002 2.095 -0.1255
H -1.499 0.826 5.535 0.3971
H -2.421 0.360 4.084 0.3385
H -1.523 1.906 4.120 0.3477
H 1.495 0.825 5.538 0.3972
H 2.421 0.358 4.090 0.3397
H 1.524 1.905 4.123 0.3495
H -0.892 -2.286 3.996 0.3300
H 0.890 -2.287 3.998 0.3299
H -0.002 -1.790 5.461 0.3376
```

The HOMO energy is -13.67 eV. As for the frontier orbital gap: 4.92 eV. For the total energy, the calculation gives -78247.876 eV. Its energy relative to the best compared isomer or geometry (same formula, charge and spin) is 160.3 kJ/mol. Its total charge is +2.

=====

DFT (ωB97M-V/def2-TZVPD) results for a molecular structure, C10H28AgO5S3.

Structure (XYZ):
```
47
Properties=species:S:1:pos:R:3:mulliken_charge:R:1
Ag 0.673 -0.032 0.203 1.5845
C 3.485 -1.069 -0.266 -1.1078
C 3.496 -0.952 1.261 -0.4997
O 2.415 -0.370 1.822 -0.9057
H 3.402 -0.110 -0.793 0.2993
H 2.612 -1.648 -0.611 0.1749
H 4.304 -1.704 -0.642 0.3563
H 4.456 -0.430 1.532 0.2609
H 3.665 -2.004 1.608 0.3030
C -1.854 -4.024 0.128 -1.4338
C -1.285 -2.711 -0.447 0.4063
O -0.531 -2.074 0.442 -0.7901
H -2.281 -3.832 1.112 0.2673
H -0.985 -4.675 0.279 0.3092
H -2.551 -4.544 -0.542 0.3875
H -2.203 -2.088 -0.745 -0.3296
H -0.813 -2.923 -1.442 0.0939
C -0.594 1.283 -4.232 -1.0043
S -0.819 -0.255 -3.324 0.3704
O -0.091 -0.165 -2.049 -0.4911
C -2.539 0.028 -2.904 -0.8955
H -0.752 2.121 -3.549 0.2625
H -1.287 1.342 -5.070 0.3962
H 0.440 1.314 -4.570 0.3327
H -2.888 -0.761 -2.240 0.2938
H -3.148 0.078 -3.808 0.4314
H -2.585 0.983 -2.374 0.1640
C 3.659 2.565 0.735 -0.4946
S 1.939 3.069 0.573 0.2008
O 1.311 2.102 -0.368 -0.5427
C 1.464 2.497 2.185 -0.6195
H 4.190 2.927 -0.146 0.3652
H 3.621 1.473 0.626 -0.1845
H 4.068 2.861 1.693 0.3704
H 2.150 2.869 2.947 0.4360
H 1.572 1.396 2.175 0.2525
H 0.426 2.761 2.372 0.1299
C -3.324 0.098 2.962 -1.0056
S -1.914 1.026 2.335 0.4463
O -0.712 0.219 2.556 -0.5407
C -2.296 0.911 0.595 -0.6752
H -4.264 0.618 2.769 0.3847
H -3.106 0.042 4.027 0.3605
H -3.397 -0.889 2.505 0.2023
H -3.189 1.511 0.383 0.5566
H -2.480 -0.124 0.291 -0.0313
H -1.458 1.289 0.007 0.1522
```

The HOMO energy is -3.02 eV. As for the frontier orbital gap: 5.37 eV. For the total energy, the calculation gives -57562.543 eV. Its energy relative to the best compared isomer or geometry (same formula, charge and spin) is 0.0 kJ/mol. Its total charge is -1.

=====

Question: Which of these has the lowest total charge?
Answer: C10H28AgO5S3

=====

Question: Which of these has the highest frontier orbital gap?
Answer: C10H27ClIO2P2Tl